[1]
The following is a DFT calculation (ωB97M-V/def2-TZVPD) of C19H28N2O4S in the gas phase at a distorted geometry.

Geometry as XYZ:
```
54
Properties=species:S:1:pos:R:3:mulliken_charge:R:1
O 2.07 -0.36 2.20 -0.70
C 2.72 -0.29 1.17 1.01
N 3.39 0.82 0.80 0.27
C 4.28 0.88 -0.34 -1.02
H 4.31 1.92 -0.68 0.53
C 5.69 0.39 0.00 -0.55
H 5.61 -0.56 0.53 0.28
H 6.23 0.22 -0.93 0.35
C 6.49 1.37 0.86 -0.79
C 5.78 1.77 2.15 -0.63
C 4.59 2.71 1.90 -0.65
C 3.27 1.99 1.65 -0.84
H 2.85 1.64 2.59 0.47
H 2.56 2.69 1.19 0.21
H 4.83 3.38 1.07 0.38
H 4.44 3.35 2.78 0.37
H 6.50 2.28 2.79 0.34
H 5.43 0.88 2.68 0.33
H 6.70 2.27 0.28 0.33
H 7.44 0.90 1.11 0.37
H 3.87 0.28 -1.16 0.34
C 2.77 -1.50 0.23 -1.04
H 2.19 -2.30 0.70 0.36
O 2.30 -1.24 -1.08 -0.48
C 0.97 -1.02 -1.29 0.76
C 0.59 -0.85 -2.62 -0.90
C -0.73 -0.63 -2.94 -0.82
C -1.68 -0.57 -1.93 0.47
C -1.31 -0.73 -0.61 -0.32
C 0.02 -0.95 -0.28 -0.71
H 0.28 -1.06 0.76 0.45
H -2.06 -0.67 0.16 0.41
S -3.38 -0.31 -2.42 1.33
O -3.87 -1.55 -2.96 -0.64
O -3.45 0.87 -3.23 -0.70
N -4.13 0.03 -0.96 -0.39
H -4.58 0.93 -1.01 0.32
C -4.96 -1.01 -0.39 0.09
C -5.20 -0.77 1.12 -0.83
H -4.57 0.04 1.48 0.39
H -4.95 -1.67 1.68 0.27
C -6.69 -0.47 1.26 -0.69
H -7.07 -0.72 2.25 0.37
H -6.88 0.59 1.08 0.28
C -7.32 -1.30 0.15 -0.64
H -7.34 -2.35 0.44 0.29
H -8.34 -0.99 -0.08 0.38
C -6.37 -1.10 -1.02 -0.84
H -6.59 -0.15 -1.52 0.31
H -6.42 -1.89 -1.77 0.32
H -4.41 -1.93 -0.56 0.52
H -1.04 -0.49 -3.96 0.40
H 1.35 -0.90 -3.38 0.44
H 3.80 -1.85 0.10 0.46
```

**Net charge**: 0
**HOMO energy**: -8.9 eV
**Structure (SMILES)**: O=C(COc1ccc(S(=O)(=O)NC2CCCC2)cc1)N1CCCCCC1
**ΔE to the lowest compared entry with this formula, charge and spin**: 1.812 eV

=====

[2]
The following is a DFT calculation (ωB97M-V/def2-TZVPD) of a molecular structure, C3H2N3PS at a distorted geometry.

Geometry as XYZ:
```
10
Properties=species:S:1:pos:R:3:mulliken_charge:R:1
C -0.34 0.96 0.31 -0.47
C -1.70 0.38 0.20 0.24
C -2.05 -1.02 0.06 -0.19
N 0.40 -0.08 0.21 0.46
N -4.13 0.21 -0.10 -0.28
N 0.54 -1.20 0.17 -0.64
P -3.72 -1.37 -0.02 -0.04
S -3.07 1.41 0.01 0.13
H -0.01 1.92 0.37 0.45
H -0.95 -1.47 0.43 0.34
```

**Net charge**: 0
**HOMO energy**: -8.5 eV
**ΔE to the lowest compared entry with this formula, charge and spin**: 2.025 eV

=====

[3]
The following is a DFT calculation (ωB97M-V/def2-TZVPD) of a molecular structure, C18H28CuO10 at a distorted geometry.

Geometry as XYZ:
```
57
Properties=species:S:1:pos:R:3:mulliken_charge:R:1
Cu 1.05 -0.07 0.00 1.11
O 2.37 -0.65 1.98 -0.58
C 1.44 -1.31 2.89 -0.40
C 1.18 -0.40 4.16 0.18
O 2.27 0.07 4.92 -1.00
H 1.81 -2.27 3.26 0.26
H 0.51 -1.54 2.38 -0.04
H 0.53 -1.05 4.73 0.25
H 0.56 0.43 3.83 -0.43
O -0.64 1.72 0.85 -0.62
C -1.51 2.16 1.53 0.33
O -2.31 3.04 1.08 -0.38
C -3.31 3.33 2.03 -0.45
C -3.32 2.23 3.05 -0.53
C -1.94 1.65 2.85 -0.17
H -4.21 3.11 1.46 0.23
H -3.33 4.38 2.35 0.35
H -4.02 1.48 2.70 0.16
H -3.36 2.45 4.12 0.33
H -2.00 0.57 2.78 0.21
H -1.17 1.92 3.58 0.34
O 2.47 1.26 -1.19 -0.62
C 3.69 1.17 -1.16 0.62
O 4.48 0.25 -0.51 -0.28
C 5.83 0.69 -0.48 -0.40
C 5.76 2.15 -1.04 -0.61
C 4.63 2.16 -1.92 -0.51
H 6.52 0.02 -0.98 0.30
H 6.10 0.73 0.58 0.29
H 6.71 2.54 -1.40 0.37
H 5.51 2.86 -0.25 0.27
H 4.92 1.59 -2.80 0.25
H 4.01 3.03 -2.14 0.29
O -1.19 -0.27 -1.68 -0.61
C -2.34 0.12 -1.74 0.47
O -3.28 -0.16 -0.69 -0.34
C -4.58 0.48 -0.81 -0.34
C -4.23 1.55 -1.90 -0.56
C -2.96 1.10 -2.68 -0.43
H -4.92 0.94 0.11 0.21
H -5.27 -0.16 -1.37 0.32
H -4.00 2.42 -1.28 0.10
H -5.12 1.82 -2.46 0.46
H -2.31 1.97 -2.73 0.23
H -3.22 0.73 -3.67 0.36
O 1.73 -2.15 -0.93 -0.49
C 1.03 -3.09 -1.31 0.49
O 0.01 -3.51 -0.53 -0.29
C -0.86 -4.52 -1.15 -0.28
C -0.04 -5.04 -2.28 -0.57
C 0.97 -3.93 -2.64 -0.56
H -1.72 -3.92 -1.45 0.24
H -1.07 -5.35 -0.47 0.26
H -0.68 -5.32 -3.12 0.32
H 0.40 -6.01 -2.05 0.28
H 0.51 -3.24 -3.34 0.21
H 1.94 -4.13 -3.08 0.38
```

**Net charge**: -1
**HOMO energy**: -0.4 eV